{
  "formula": "C45H85BrClN5O5",
  "method": "wB97M-V/def2-TZVPD",
  "species": ["C", "C", "C", "C", "C", "C", "O", "C", "C", "C", "C", "N", "C", "C", "O", "C", "C", "N", "Br", "C", "C", "Cl", "C", "C", "H", "H", "H", "H", "H", "H", "H", "H", "H", "H", "H", "H", "H", "H", "H", "H", "H", "H", "H", "H", "H", "H", "H", "H", "H", "H", "H", "H", "H", "H", "H", "C", "C", "C", "C", "C", "C", "N", "O", "C", "C", "C", "H", "H", "H", "H", "H", "H", "H", "H", "H", "H", "H", "H", "H", "H", "H", "H", "H", "H", "C", "C", "C", "C", "C", "C", "N", "O", "C", "C", "C", "H", "H", "H", "H", "H", "H", "H", "H", "H", "H", "H", "H", "H", "H", "H", "H", "H", "H", "C", "C", "C", "C", "C", "C", "N", "O", "C", "C", "C", "H", "H", "H", "H", "H", "H", "H", "H", "H", "H", "H", "H", "H", "H", "H", "H", "H", "H"],
  "coordinates": [[-1.2581, -1.8092, 5.6897], [-0.6873, -1.0802, 4.3776], [-0.8052, -2.0442, 3.0946], [-1.2277, -1.3080, 1.7979], [-0.1127, -0.6676, 1.0126], [1.3969, -0.7725, 1.4739], [1.5041, -0.0160, 2.6750], [2.5393, 0.9794, 2.6265], [1.9954, 2.4160, 2.2539], [-0.4946, 0.0733, -0.1998], [0.6440, 0.7930, -1.0196], [1.1525, -0.0821, -2.1304], [-1.9100, 0.1393, -0.6300], [-2.1727, 0.9556, -1.9366], [-2.0373, 2.3605, -1.6862], [-3.1676, 2.8855, -0.9749], [-2.7094, 4.3079, -0.4215], [-2.9122, -0.4776, 0.1436], [-4.6768, -0.2780, -0.4743], [-2.6304, -1.2012, 1.3054], [-3.7476, -1.9222, 2.1288], [-3.8559, -1.2913, 3.8482], [-3.5970, -3.5200, 2.0944], [-4.9857, -4.2509, 1.8761], [-2.1679, -1.2855, 6.0718], [-1.5224, -2.8829, 5.5110], [-0.4890, -1.8079, 6.5136], [0.3633, -0.8076, 4.6219], [-1.3572, -0.1974, 4.2084], [0.2234, -2.4924, 2.9765], [-1.4679, -2.8849, 3.4016], [2.1124, -0.4814, 0.6683], [1.5816, -1.8709, 1.6707], [2.9264, 1.0757, 3.6830], [3.4152, 0.6713, 2.0009], [2.8060, 3.1859, 2.4051], [1.1247, 2.7240, 2.8922], [1.6661, 2.5077, 1.1878], [0.2528, 1.7226, -1.5232], [1.4992, 1.1117, -0.3813], [0.5046, -0.8642, -2.2721], [2.0431, -0.4427, -1.7770], [-3.1044, 0.6853, -2.4914], [-1.3199, 0.7090, -2.6341], [-4.0190, 3.0915, -1.6760], [-3.4668, 2.2747, -0.0850], [-3.3589, 4.6515, 0.4212], [-2.6664, 5.0747, -1.2356], [-1.6484, 4.1646, -0.0710], [-4.7763, -1.7367, 1.7196], [-3.2764, -3.7947, 3.1404], [-2.7865, -3.8630, 1.4064], [-4.9374, -5.1926, 2.4974], [-5.1423, -4.5929, 0.8231], [-5.8556, -3.6744, 2.2924], [0.8948, -3.6199, -7.9351], [1.3360, -4.0609, -6.5097], [1.0237, -5.5521, -6.2774], [-0.4544, -5.8393, -6.0490], [-0.9966, -4.9715, -4.9170], [-0.7322, -3.4747, -5.1468], [0.6982, -3.1822, -5.4809], [1.4008, -3.3029, -4.3612], [-1.6781, -2.9846, -6.2675], [-1.2013, -2.6783, -3.9137], [2.8711, -3.9164, -6.5562], [1.6900, -3.0808, -8.4548], [0.6172, -4.4743, -8.5539], [0.0653, -2.9194, -7.9452], [1.5801, -5.9129, -5.4041], [1.3810, -6.1452, -7.1228], [-1.0187, -5.6732, -6.9715], [-0.5893, -6.8940, -5.7964], [-2.0706, -5.1510, -4.8096], [-0.5404, -5.2949, -3.9741], [-1.4418, -1.9582, -6.5609], [-2.7169, -2.9888, -5.9285], [-1.6625, -3.6150, -7.1549], [-0.7107, -3.0002, -2.9922], [-2.2740, -2.8092, -3.7548], [-1.0155, -1.6073, -4.0463], [3.1668, -2.8726, -6.6889], [3.2760, -4.4860, -7.3950], [3.3598, -4.2955, -5.6572], [-2.1599, 2.5356, 10.2254], [-1.5360, 1.1139, 10.1259], [-0.9858, 0.6619, 11.4928], [0.3163, 1.3469, 11.8854], [1.3574, 1.1834, 10.7819], [0.8455, 1.6662, 9.4152], [-0.4899, 1.0867, 9.0572], [-0.2956, -0.1819, 8.7215], [0.7948, 3.2114, 9.4380], [1.9038, 1.3614, 8.3384], [-2.7492, 0.2177, 9.8029], [-3.1570, 2.5708, 9.7803], [-2.2498, 2.8652, 11.2613], [-1.6120, 3.2984, 9.6809], [-0.8111, -0.4205, 11.4795], [-1.7334, 0.8324, 12.2719], [0.1375, 2.4051, 12.0984], [0.6961, 0.9107, 12.8126], [2.2627, 1.7314, 11.0583], [1.6487, 0.1284, 10.7244], [0.3153, 3.6025, 8.5367], [1.8022, 3.6321, 9.4718], [0.2843, 3.6165, 10.3105], [2.1548, 0.3011, 8.2821], [2.8355, 1.8882, 8.5532], [1.5624, 1.6855, 7.3513], [-3.1744, 0.4639, 8.8262], [-3.5310, 0.3606, 10.5517], [-2.5037, -0.8456, 9.8077], [3.3068, 4.2607, -5.1943], [3.5102, 3.6622, -6.6160], [2.6178, 4.3828, -7.6450], [1.1468, 4.0000, -7.5535], [0.9853, 2.4845, -7.6364], [1.8359, 1.7445, -6.5906], [3.2668, 2.1874, -6.5905], [3.8425, 1.6694, -7.6675], [1.1873, 1.9491, -5.2049], [1.7079, 0.2278, -6.8077], [4.9726, 4.0252, -6.9460], [4.2602, 4.4969, -4.7159], [2.7165, 5.1779, -5.2231], [2.8317, 3.5819, -4.4923], [2.9670, 4.1543, -8.6587], [2.7176, 5.4658, -7.5337], [0.7117, 4.3882, -6.6271], [0.5929, 4.4712, -8.3697], [-0.0711, 2.2284, -7.5100], [1.2574, 2.1549, -8.6455], [1.8267, 1.5482, -4.4146], [0.2319, 1.4215, -5.1403], [0.9553, 2.9896, -4.9775], [2.0091, -0.0879, -7.8079], [0.6711, -0.0937, -6.6835], [2.3109, -0.3207, -6.0790], [5.6678, 3.5211, -6.2701], [5.1253, 5.1013, -6.8386], [5.2512, 3.7715, -7.9697]],
  "atomic_forces_ev_per_a": [[0.5, 0.1, 0.1], [-1.2, -0.7, 0.9], [0.5, 0.2, 0.8], [0.6, 1.0, -1.9], [-2.6, 0.1, -0.8], [-1.5, -0.9, -0.1], [1.0, 0.0, -1.2], [0.2, 1.5, 1.2], [0.2, 0.0, -0.2], [-0.8, -0.5, 1.3], [-1.2, 0.3, -1.1], [0.1, 0.1, 1.4], [1.9, -0.2, 1.0], [0.8, -0.1, -0.4], [-1.0, -1.3, 0.3], [0.1, 2.5, 0.5], [0.6, -0.9, -0.3], [2.1, 0.1, 0.1], [0.3, -0.3, 0.3], [2.0, 0.0, 1.3], [-0.5, -0.6, -1.1], [0.0, -0.3, -1.2], [-0.4, 0.3, 1.4], [0.7, -0.7, 0.5], [0.8, -0.5, -0.2], [0.1, 0.9, 0.0], [-0.8, 0.1, -0.8], [-0.9, 0.1, -0.7], [1.1, -0.5, 0.1], [-1.2, 0.4, -0.2], [0.3, 0.8, -0.7], [-0.7, 0.0, 0.7], [0.0, 1.1, -0.1], [-0.4, -0.3, -1.1], [-0.9, 0.2, 0.3], [-0.7, -0.9, -0.1], [0.8, -0.5, -0.4], [0.3, -0.2, 0.8], [0.2, -0.8, 0.9], [-0.9, -0.3, -0.3], [0.6, 0.2, -0.1], [-0.4, -0.4, -0.7], [0.5, 0.2, 0.7], [-0.9, 0.2, 0.7], [0.5, -0.8, 0.6], [0.3, 0.2, -0.9], [0.5, -0.3, -0.8], [-0.2, -0.7, 0.7], [-1.1, 0.3, -0.1], [1.3, 0.2, 0.2], [-0.2, 0.2, -1.2], [-0.8, 0.4, 0.4], [-0.1, 0.9, -0.7], [-0.1, 0.6, 0.8], [0.9, -0.4, -0.6], [-0.3, 0.3, -0.1], [0.7, 0.0, -2.2], [-0.3, -0.1, 0.5], [0.0, 0.0, 0.0], [0.4, -0.3, 0.0], [-2.0, 0.7, -0.5], [1.1, -2.2, 2.5], [-0.5, 1.0, -0.9], [0.0, 0.0, -0.3], [0.6, 0.1, 0.4], [0.1, 0.2, 0.9], [0.1, -0.2, 0.1], [0.0, 0.0, 0.0], [-0.1, -0.1, 0.1], [0.0, 0.2, 0.0], [0.1, 0.3, -0.1], [0.0, 0.0, 0.0], [0.0, 0.0, 0.0], [0.0, 0.3, 0.0], [0.1, 0.2, 0.0], [0.1, -0.1, 0.0], [0.1, -0.1, 0.2], [0.1, 0.1, 0.0], [0.2, 0.0, -0.1], [0.0, -0.1, -0.3], [0.1, 0.0, -0.1], [-0.1, 0.0, 0.0], [-0.3, 0.0, -0.1], [-0.1, 0.1, 0.0], [0.1, 0.4, -0.2], [-1.8, 1.1, 0.6], [0.5, -0.2, 0.0], [0.0, 0.0, 0.0], [-0.3, -0.4, 0.3], [1.2, 1.8, -0.3], [1.0, -3.1, 1.1], [-0.4, 1.3, -0.5], [-0.2, 0.2, 0.2], [-0.3, -0.7, -0.2], [0.5, -0.6, -0.5], [0.0, -0.2, 0.1], [0.0, 0.0, 0.0], [0.1, -0.1, 0.1], [0.0, 0.1, -0.2], [-0.1, 0.1, -0.2], [0.0, 0.0, 0.0], [0.0, 0.0, 0.0], [0.0, 0.1, -0.3], [-0.1, 0.0, -0.1], [0.0, -0.1, 0.1], [0.0, -0.3, 0.0], [-0.1, 0.0, -0.1], [-0.2, 0.0, 0.0], [-0.2, 0.1, 0.2], [-0.1, 0.0, 0.1], [0.1, 0.0, 0.0], [0.2, 0.2, 0.0], [0.1, 0.1, -0.1], [-0.2, -0.2, 0.4], [0.6, 1.6, 1.3], [-0.3, -0.3, -0.3], [0.0, 0.0, 0.0], [0.3, 0.3, -0.3], [-1.6, -0.7, 1.3], [0.1, -0.1, -3.4], [-0.1, 0.0, 1.4], [0.0, 0.4, 0.3], [0.6, -0.2, -0.4], [0.1, -0.7, -0.5], [0.0, 0.1, -0.3], [0.0, 0.0, 0.0], [-0.1, 0.0, -0.1], [0.1, -0.1, 0.1], [0.2, -0.1, 0.2], [0.0, 0.0, 0.0], [0.0, 0.0, 0.0], [0.1, -0.2, 0.2], [0.2, 0.0, 0.1], [-0.1, 0.0, 0.0], [0.1, -0.1, -0.2], [0.1, 0.0, 0.0], [0.2, 0.1, 0.1], [0.0, 0.2, 0.1], [0.0, 0.0, 0.0], [-0.1, 0.0, 0.0], [-0.3, 0.0, 0.1], [-0.1, -0.1, 0.1]],
  "charge": 1,
  "e_tot_ha": -5449.2116,
  "spin_multiplicity": 4,
  "homo_ev": [-10.1, -10.8],
  "homo_lumo_gap_ev": [6.121, 6.810]
}